{"formula": "C18H58B3N2O6Zn", "method": "the ωB97M-V functional and the def2-TZVPD basis", "symbols": ["O", "H", "H", "H", "C", "N", "C", "H", "H", "H", "H", "C", "H", "C", "H", "H", "O", "C", "H", "H", "H", "H", "H", "H", "H", "H", "H", "H", "H", "H", "C", "H", "C", "H", "H", "N", "O", "B", "C", "H", "C", "H", "H", "B", "H", "H", "O", "C", "H", "C", "Zn", "C", "H", "O", "H", "H", "C", "H", "H", "H", "O", "H", "H", "H", "B", "H", "H", "H", "H", "H", "H", "H", "H", "H", "H", "H", "H", "C", "C", "C", "H", "H", "H", "H", "H", "C", "H", "C"], "xyz": [[1.053, 3.764, -2.403], [-0.821, -0.456, 3.434], [3.152, -5.100, -2.400], [7.010, -3.677, -3.927], [6.194, -3.082, -3.493], [3.804, -4.814, -0.426], [-4.115, 2.152, -1.505], [-2.103, 1.763, -2.211], [5.321, -3.205, -4.147], [5.273, -5.348, -2.859], [1.148, -4.723, -0.152], [-0.444, 3.720, 2.209], [-3.225, 4.201, -1.464], [0.378, -2.414, -1.662], [2.271, 5.469, -2.686], [-2.896, 3.193, -0.063], [-3.729, -2.315, 1.208], [0.635, 2.506, -0.492], [1.772, 4.644, -4.181], [-3.537, -0.719, 3.253], [-1.823, 1.030, 2.859], [-0.045, -2.979, -2.503], [0.622, 5.950, 1.133], [-0.024, 1.136, 3.366], [-3.166, -1.529, 1.221], [-3.047, 2.419, -3.423], [6.789, -5.150, -2.048], [-3.412, 0.754, -0.275], [0.809, 1.612, -1.088], [-1.948, 1.009, 0.427], [-3.132, 1.723, -2.582], [-3.288, 0.717, -2.970], [5.164, -5.239, -0.675], [2.920, 3.890, -3.207], [5.785, -4.942, 0.170], [1.003, 2.055, 0.899], [5.832, -3.429, -2.194], [-1.503, 0.019, 0.040], [1.463, -4.480, -1.175], [-4.534, 3.849, -0.320], [2.013, 4.504, -3.126], [-0.532, 4.316, 3.126], [1.527, 4.036, 1.422], [-1.026, 0.667, 3.617], [-0.938, 6.577, 0.559], [2.374, -1.512, 2.021], [-4.285, 1.171, -0.479], [5.737, -4.827, -2.014], [1.579, 0.104, 2.477], [-0.461, 5.962, 1.317], [-0.221, 0.419, 1.630], [-5.419, -3.192, 2.829], [-0.240, -2.441, -0.768], [-0.966, 4.656, 1.240], [0.532, -1.244, 1.699], [-1.458, -0.693, 0.915], [0.931, 3.228, 1.857], [2.535, -6.293, -1.249], [0.712, -4.949, -1.822], [1.481, 2.957, 2.760], [1.597, -3.105, -1.364], [2.021, 2.091, 0.869], [1.839, -0.303, 0.687], [-0.530, 6.447, 2.298], [1.561, -0.759, 1.711], [-5.602, -1.685, 1.296], [6.549, -2.053, -3.550], [-5.265, -0.521, 3.639], [1.184, 4.575, -0.503], [5.086, -6.343, -0.659], [-0.409, 0.087, -0.316], [-5.974, -3.908, 2.230], [-5.957, -2.799, 3.694], [0.511, -1.423, -2.086], [-2.015, -0.434, -0.880], [2.510, 3.420, -0.983], [-1.204, 2.952, 2.320], [2.782, -5.227, -1.382], [1.440, 3.660, -1.041], [-3.648, 3.437, -0.808], [-4.606, 0.154, 2.198], [-1.298, 0.884, 4.711], [-4.610, -3.740, 3.326], [-5.104, 2.251, -1.956], [3.475, -5.134, 0.475], [-4.548, -0.729, 2.841], [-0.412, 2.801, -0.493], [-4.854, -2.016, 2.028]], "forces_ev_per_angstrom": [[0.17, 0.75, -0.32], [-0.18, -1.68, 0.15], [-0.07, 0.16, -0.02], [0.01, -0.30, 0.31], [-0.17, -0.06, -0.77], [-0.81, 0.99, -0.20], [0.69, -0.22, 0.31], [-0.06, -0.29, 0.38], [0.10, 0.13, -0.19], [-0.44, 0.29, 0.02], [-0.20, 0.24, 0.22], [-1.03, 1.63, -0.08], [-0.10, -0.09, -0.19], [0.28, -1.67, -0.41], [-0.17, 0.06, 0.17], [0.01, -0.04, 0.08], [0.12, -0.60, 0.55], [-0.10, -0.59, 0.93], [-0.84, 0.07, 0.21], [-0.03, -0.26, 0.19], [-1.37, 0.61, -0.79], [-0.71, -0.02, 0.22], [0.06, 0.19, -0.27], [1.98, 1.55, -0.03], [0.16, -0.22, -0.22], [-0.66, 0.08, -0.03], [-0.08, -0.56, 0.15], [-0.77, 0.52, -0.34], [-0.26, 0.18, -0.33], [-0.43, 1.55, 0.23], [0.99, 0.12, -0.21], [-0.24, 0.02, 0.08], [-1.19, -0.99, 0.05], [0.28, 0.20, 0.36], [0.08, 0.22, -0.17], [-0.02, 3.41, -0.11], [-0.34, 0.16, 0.50], [-0.20, 0.21, -1.23], [0.32, -0.25, 0.38], [0.24, 0.21, 0.28], [0.78, -0.76, -0.44], [0.80, -0.54, 0.46], [-0.19, 0.22, 0.15], [-0.75, -0.46, 0.33], [-0.13, -0.07, -0.01], [0.75, -1.15, 0.49], [0.10, -0.45, -0.30], [1.42, 0.03, 0.04], [0.35, 1.07, 1.20], [1.02, -0.36, 0.11], [0.93, 0.17, 0.51], [1.39, 0.21, 0.51], [-0.39, 0.37, -0.19], [-0.45, -0.15, -0.54], [-1.67, -1.49, -0.09], [-0.76, -2.08, 1.54], [0.14, -0.10, 0.16], [0.01, -0.20, -0.22], [-0.10, 0.21, -0.29], [-0.24, -0.35, 0.04], [0.52, 0.62, -0.51], [0.06, -1.77, -0.13], [0.37, 0.31, -1.54], [-0.56, -0.21, 0.17], [1.90, -0.05, -0.13], [-0.49, -0.24, 0.27], [-0.30, 0.10, 0.35], [0.00, -0.31, 0.08], [0.32, 0.18, -0.15], [0.99, -0.15, -0.30], [1.38, 0.55, -0.64], [-0.23, 0.15, 0.03], [-0.63, -0.03, -0.37], [0.60, 0.19, 0.67], [-0.96, -0.65, -0.84], [0.10, 0.25, 0.13], [0.21, -0.27, -0.27], [0.19, 0.20, 0.11], [-0.36, -0.59, -0.23], [-0.67, 0.09, -0.32], [0.07, -0.17, -0.26], [-0.39, 0.39, 1.26], [0.21, -0.05, -0.31], [-0.05, 0.26, 0.05], [0.36, 0.26, 0.23], [-0.08, -0.10, 0.00], [-0.10, -0.32, -0.14], [-0.49, 1.56, -0.53]], "homo_energy_ha": -0.22811, "de_lowest_kj_mol": 0.0, "spin_multiplicity": 1, "e_lumo_ha": 0.0878, "charge": -1, "homo_lumo_gap_ev": 8.6, "molar_mass_g_mol": 496.5, "total_energy_ha": -3135.1859}